(i)
C5H7NS2 in the gas phase, computed with wB97M-V/def2-TZVPD.

Structure (ORCA input):
```
! RIJCOSX wB97M-V def2-TZVPD def2/J DEFGRID3
* xyz 0 1
C -0.45 -0.41 0.09
C -0.79 1.05 0.43
C 0.49 1.56 -0.28
C 0.56 0.13 -0.92
C 0.40 -1.23 1.04
H -1.31 -2.55 -0.71
H -0.86 1.20 1.50
H -1.67 1.38 -0.08
H 0.44 2.53 -0.82
H 1.34 1.69 0.42
H 0.17 0.05 -1.95
H -0.02 -1.58 2.00
N 1.55 -1.59 0.69
S -1.89 -1.31 -0.64
S 2.05 -0.92 -0.78
*
```

As for the SMILES: S[C@@]12C=NS[C@@H]1CC2. The calculation puts the highest occupied orbital energy at -8.688 eV.


(ii)
C5H7NS2 in the gas phase, computed with wB97M-V/def2-TZVPD.

Structure (ORCA input):
```
! RIJCOSX wB97M-V def2-TZVPD def2/J DEFGRID3
* xyz 0 1
C -1.57 1.14 -0.10
C -1.64 0.11 -1.03
C -0.69 0.73 0.86
C -0.89 -0.90 -0.61
C 0.89 -1.11 1.02
N -0.26 -0.52 0.55
S 2.73 1.16 -0.14
S 2.33 -0.89 -0.33
H -2.23 1.97 -0.18
H -2.19 0.09 -1.93
H -0.27 1.35 1.64
H -0.41 -1.74 -1.23
H 0.66 -2.14 0.90
H 1.14 -0.60 2.02
H 2.41 1.36 -1.44
*
```

As for the SMILES: SSCn1cccc1. The calculation puts the highest occupied orbital energy at -8.228 eV.


In terms of stability, (ii) leads; the second structure lies 5.2 kJ/mol higher.


(i)
2 unconnected molecules or ions with the total composition CH2N2O3S, computed with wB97M-V/def2-TZVPD.

Structure (ORCA input):
```
! RIJCOSX wB97M-V def2-TZVPD def2/J DEFGRID3
* xyz -2 1
C -1.89 1.09 -0.45
N -0.48 1.10 -0.26
N 1.70 -2.17 0.83
O -2.25 1.31 -1.63
O -2.60 0.96 0.55
O 1.92 1.03 -0.80
S 0.66 0.22 -0.79
H 0.72 -2.03 1.11
H 2.21 -1.51 1.44
*
```

The calculation puts the highest occupied orbital energy (alpha / beta) at 1.066 / 1.070 eV.


(ii)
3 unconnected molecules or ions with the total composition CH2N2O3S, computed with wB97M-V/def2-TZVPD.

Structure (ORCA input):
```
! RIJCOSX wB97M-V def2-TZVPD def2/J DEFGRID3
* xyz -2 1
C 0.96 0.04 -2.02
N 0.30 0.64 -1.11
N -1.55 -0.24 1.22
O 1.91 -0.57 -2.55
O -0.17 0.60 -2.54
O -0.25 1.36 2.39
S -0.11 0.29 1.43
H -1.55 -0.95 0.46
H 0.46 -1.16 2.72
*
```

The calculation puts the highest occupied orbital energy at 1.033 eV.


In terms of stability, (i) leads; the second structure lies 346.8 kJ/mol higher.


(i)
A gas-phase ion, CH7N6 (charge +1), computed with wB97M-V/def2-TZVPD.

Structure (ORCA input):
```
! RIJCOSX wB97M-V def2-TZVPD def2/J DEFGRID3
* xyz 1 1
C -0.15 0.36 1.45
N -0.35 -0.60 2.18
N -0.75 -0.02 -2.18
N -0.57 0.41 -1.04
N -0.22 1.70 1.51
N 0.23 -0.03 -0.20
N 0.85 -1.26 -0.37
H -0.11 -1.54 2.10
H -1.38 0.49 -2.75
H -0.34 2.02 2.45
H 0.47 2.31 0.94
H 0.88 -1.63 -1.44
H 1.78 -1.40 0.01
H -0.33 -0.81 -2.65
*
```

As for the SMILES: [H]/N=C(N)\[N+](N)=N\N. The calculation puts the highest occupied orbital energy at -14.179 eV.


(ii)
A molecular structure, CH7N6, computed with wB97M-V/def2-TZVPD.

Structure (ORCA input):
```
! RIJCOSX wB97M-V def2-TZVPD def2/J DEFGRID3
* xyz 1 1
C -1.44 1.11 -0.40
N -1.98 1.84 -1.43
N -1.78 1.40 -2.53
N -0.70 0.11 -0.78
N -1.04 0.36 -2.58
N -1.70 1.49 0.87
N 1.15 -0.94 0.65
H 0.14 -0.29 -0.19
H -0.62 -0.35 -3.12
H -1.25 0.91 1.51
H -2.05 2.41 1.05
H 1.32 -0.62 1.60
H 1.99 -0.55 0.13
H 1.05 -1.94 0.72
*
```

The calculation puts the highest occupied orbital energy at -14.830 eV.


In terms of stability, (ii) leads; the second structure lies 22.1 kJ/mol higher.


(i)
A molecular structure, C22H25BF2GeO3PSY, computed with wB97M-V/def2-TZVPD.

Structure (ORCA input):
```
! RIJCOSX wB97M-V def2-TZVPD def2/J DEFGRID3
* xyz 0 1
Y -1.05 -0.62 -1.31
O -2.55 0.40 0.25
S -2.39 1.78 -0.26
O -3.64 2.39 -0.60
O -1.43 1.73 -1.41
C -1.52 2.69 1.00
C -2.22 3.70 1.63
C -1.57 4.40 2.63
C -0.26 4.16 3.02
C 0.35 3.07 2.42
C -0.25 2.29 1.44
P 0.54 0.75 0.78
C 1.00 -0.20 2.29
C 0.21 -1.23 2.76
C 0.56 -1.93 3.92
C 1.67 -1.53 4.61
C 2.49 -0.49 4.16
C 2.19 0.17 2.99
C 2.00 1.41 -0.03
C 1.87 2.56 -0.80
C 2.95 3.03 -1.53
C 4.16 2.33 -1.53
C 4.23 1.14 -0.85
C 3.15 0.65 -0.12
H -3.23 3.91 1.30
H -2.14 5.22 3.04
H 0.23 4.76 3.76
H 1.38 2.79 2.67
H -0.66 -1.52 2.19
H -0.05 -2.76 4.28
H 1.99 -2.04 5.51
H 3.41 -0.22 4.66
H 2.86 0.91 2.57
H 0.93 3.09 -0.77
H 2.83 3.95 -2.13
H 5.01 2.66 -2.13
H 5.11 0.52 -0.93
H 3.23 -0.32 0.37
F 1.43 -0.83 -3.36
B 1.30 -1.25 -2.06
F 2.51 -1.86 -1.76
C -2.36 -1.34 -3.42
Ge -2.20 -3.16 -2.33
C -3.96 -3.89 -2.52
C -0.99 -4.06 -3.53
C -1.54 -2.84 -0.56
H -2.93 -1.65 -4.32
H -1.47 -0.91 -3.90
H -3.07 -0.58 -2.98
H -4.23 -3.95 -3.56
H -4.71 -3.31 -2.01
H -3.90 -4.89 -2.07
H -1.21 -3.71 -4.56
H -1.16 -5.11 -3.52
H 0.02 -3.84 -3.30
H -0.62 -3.38 -0.31
H -2.29 -3.05 0.22
*
```

The calculation puts the highest occupied orbital energy at -8.132 eV.


(ii)
A molecular structure, C22H25BF2GeO3PSY, computed with wB97M-V/def2-TZVPD.

Structure (ORCA input):
```
! RIJCOSX wB97M-V def2-TZVPD def2/J DEFGRID3
* xyz 0 1
Y -1.99 1.53 0.69
O -0.33 2.92 -0.49
S 0.58 2.94 0.68
O 1.16 4.23 0.91
O -0.09 2.32 1.82
C 1.86 1.81 0.30
C 3.12 2.00 0.86
C 4.15 1.06 0.60
C 3.99 0.00 -0.25
C 2.73 -0.26 -0.71
C 1.66 0.62 -0.44
P -0.02 0.10 -0.85
C 0.11 -1.64 -1.26
C -0.33 -2.53 -0.25
C -0.51 -3.89 -0.54
C -0.25 -4.37 -1.79
C 0.14 -3.47 -2.83
C 0.46 -2.14 -2.48
C -0.32 0.82 -2.52
C -1.64 0.75 -2.93
C -2.00 1.27 -4.20
C -1.00 1.83 -4.95
C 0.32 2.00 -4.54
C 0.64 1.52 -3.27
H 3.28 2.84 1.49
H 5.13 1.28 1.01
H 4.82 -0.67 -0.49
H 2.55 -1.13 -1.35
H -0.64 -2.14 0.73
H -0.79 -4.57 0.32
H -0.53 -5.40 -1.95
H 0.28 -3.77 -3.82
H 0.77 -1.44 -3.24
H -2.38 0.30 -2.29
H -3.05 1.30 -4.38
H -1.26 2.32 -5.92
H 1.03 2.54 -5.18
H 1.67 1.66 -2.89
F -4.27 1.55 -1.32
B -4.23 2.46 -0.20
F -5.04 3.51 -0.36
C -0.97 -2.32 4.41
Ge -0.74 -0.61 3.48
C 1.18 -0.52 2.92
C -0.91 0.90 4.61
C -1.99 -0.33 2.00
H -0.54 -2.15 5.40
H -0.38 -3.08 3.88
H -2.01 -2.72 4.40
H 1.44 -1.30 2.25
H 1.78 -0.65 3.85
H 1.34 0.53 2.56
H -0.37 0.62 5.51
H -1.94 1.24 4.88
H -0.52 1.84 4.15
H -2.96 -0.23 2.51
H -2.18 -1.26 1.48
*
```

The calculation puts the highest occupied orbital energy at -8.488 eV.


In terms of stability, (i) leads; the second structure lies 86.1 kJ/mol higher.


(i)
6 unconnected molecules or ions with the total composition C6H18N6O12, computed with wB97M-V/def2-TZVPD.

Structure (ORCA input):
```
! RIJCOSX wB97M-V def2-TZVPD def2/J DEFGRID3
* xyz 0 1
C 6.77 5.49 13.46
N 7.50 6.10 12.32
O 8.34 5.40 11.75
O 7.28 7.24 11.96
H 6.31 4.64 12.96
H 5.99 6.19 13.79
H 7.49 5.24 14.23
C 12.40 5.47 7.45
N 11.39 6.59 7.41
O 10.94 6.98 8.47
O 11.05 7.05 6.31
H 13.17 5.75 8.17
H 12.86 5.31 6.47
H 11.95 4.60 7.91
C 8.01 7.76 8.85
N 6.86 8.71 9.14
O 7.11 9.87 9.47
O 5.73 8.31 8.85
H 8.52 7.46 9.77
H 8.65 8.27 8.12
H 7.57 6.84 8.47
C 9.69 9.58 12.17
N 10.84 10.24 11.50
O 11.56 9.49 10.80
O 11.05 11.43 11.71
H 8.78 9.89 11.66
H 9.61 9.82 13.23
H 9.66 8.49 12.08
C 7.97 12.80 9.50
N 8.30 12.94 10.91
O 9.28 13.63 11.21
O 7.73 12.32 11.79
H 6.92 12.58 9.34
H 8.66 12.03 9.15
H 8.21 13.79 9.12
C 5.06 7.09 6.39
N 5.95 7.89 5.52
O 6.71 7.35 4.74
O 5.87 9.11 5.72
H 5.59 6.36 7.00
H 4.39 6.51 5.75
H 4.40 7.69 7.01
*
```

As for the SMILES: C[N+](=O)[O-].C[N+](=O)[O-].C[N+](=O)[O-].C[N+](=O)[O-].C[N+](=O)[O-].C[N+](=O)[O-]. The calculation puts the highest occupied orbital energy at -10.301 eV.


(ii)
6 unconnected molecules or ions with the total composition C6H18N6O12, computed with wB97M-V/def2-TZVPD.

Structure (ORCA input):
```
! RIJCOSX wB97M-V def2-TZVPD def2/J DEFGRID3
* xyz 0 1
C 3.57 1.06 2.44
N 3.18 0.55 1.10
O 2.35 1.24 0.51
O 3.70 -0.44 0.70
H 3.26 2.08 2.57
H 4.69 1.03 2.44
H 3.12 0.38 3.15
C 0.32 4.41 1.67
N -0.55 3.74 2.64
O -1.70 3.41 2.34
O -0.12 3.44 3.71
H 0.68 3.52 1.09
H 1.20 4.85 2.14
H -0.22 5.20 1.19
C -2.94 0.90 0.71
N -2.23 1.32 -0.56
O -1.01 1.35 -0.54
O -2.84 1.68 -1.55
H -3.57 0.07 0.41
H -3.51 1.79 1.04
H -2.14 0.63 1.42
C 0.43 -0.45 -2.75
N 0.57 -1.39 -3.84
O 1.60 -1.45 -4.44
O -0.43 -2.04 -4.18
H -0.26 -0.86 -2.02
H 0.03 0.50 -3.08
H 1.43 -0.44 -2.34
C -1.99 -4.35 -2.70
N -1.23 -3.39 -1.81
O -1.88 -2.40 -1.40
O -0.07 -3.60 -1.64
H -2.30 -5.14 -2.01
H -1.31 -4.71 -3.45
H -2.83 -3.76 -2.95
C 0.42 -1.36 0.79
N 0.43 -1.09 2.23
O 1.50 -1.31 2.83
O -0.60 -0.65 2.75
H 1.16 -0.75 0.30
H -0.54 -1.18 0.36
H 0.63 -2.40 0.71
*
```

As for the SMILES: C[N+](=O)[O-].C[N+](=O)[O-].C[N+](=O)[O-].C[N+](=O)[O-].C[N+](=O)[O-].C[N+](=O)[O-]. The calculation puts the highest occupied orbital energy at -10.849 eV.


In terms of stability, (ii) leads; the second structure lies 46.5 kJ/mol higher.


(i)
C25H27N3O3 in the gas phase, computed with wB97M-V/def2-TZVPD.

Structure (ORCA input):
```
! RIJCOSX wB97M-V def2-TZVPD def2/J DEFGRID3
* xyz 0 1
C 2.67 -0.51 -2.71
C 3.91 -0.45 -3.34
C 4.52 0.80 -3.56
N 5.94 0.82 -3.83
O 6.52 1.93 -3.94
O 6.57 -0.26 -3.93
C 3.80 1.99 -3.28
C 2.58 1.93 -2.59
C 1.95 0.67 -2.39
O 0.56 0.59 -2.19
H 2.22 -1.49 -2.54
H 4.43 -1.35 -3.65
H 4.23 2.95 -3.54
H 2.05 2.85 -2.35
C 2.09 -3.07 6.52
N 2.11 -3.39 5.11
C 2.07 -4.82 4.84
C 1.85 -2.44 4.11
C 2.93 -1.83 3.43
C 2.72 -1.06 2.30
C 1.40 -0.79 1.85
C 1.29 0.00 0.64
C 0.11 0.47 0.17
C -0.07 1.24 -1.11
C -1.59 1.44 -1.41
C -2.06 1.61 -2.71
C -3.42 1.86 -2.98
C -4.42 1.90 -1.97
N -5.78 2.15 -2.23
C -6.77 1.09 -2.36
C -6.39 3.46 -2.11
C -3.94 1.67 -0.65
C -2.59 1.44 -0.39
C 0.31 -1.36 2.54
C 0.53 -2.15 3.66
H 2.16 -1.98 6.64
H 1.17 -3.43 7.01
H 2.96 -3.55 7.01
H 2.13 -5.00 3.76
H 2.92 -5.32 5.33
H 1.14 -5.29 5.21
H 3.94 -2.00 3.82
H 3.56 -0.62 1.77
H 2.22 0.18 0.09
H -0.85 0.18 0.59
H 0.31 2.29 -0.95
H -1.38 1.59 -3.56
H -3.78 2.02 -4.00
H -6.26 0.12 -2.40
H -7.46 1.09 -1.49
H -7.38 1.23 -3.28
H -5.62 4.22 -1.97
H -6.98 3.71 -3.02
H -7.08 3.50 -1.24
H -4.68 1.67 0.15
H -2.34 1.27 0.66
H -0.73 -1.17 2.21
H -0.29 -2.58 4.24
*
```

As for the SMILES: CN(C)c1ccc(/C=C/[C@@H](Oc2ccc([N+](=O)[O-])cc2)c2ccc(N(C)C)cc2)cc1. The calculation puts the highest occupied orbital energy at -8.214 eV.


(ii)
C25H27N3O3 in the gas phase, computed with wB97M-V/def2-TZVPD.

Structure (ORCA input):
```
! RIJCOSX wB97M-V def2-TZVPD def2/J DEFGRID3
* xyz 0 1
C -7.18 -1.40 1.38
O -7.09 -0.01 1.23
C -6.33 0.42 0.12
C -4.82 0.24 0.30
H -4.52 0.69 1.25
H -4.57 -0.83 0.33
C -4.06 0.88 -0.86
N -2.63 0.67 -0.76
C -2.05 -0.29 -1.49
O -2.65 -1.00 -2.28
C -0.55 -0.48 -1.29
N 0.16 0.69 -0.79
C -0.45 1.70 -0.16
O 0.08 2.75 0.15
C -1.90 1.42 0.23
H -1.88 0.89 1.19
H -2.39 2.38 0.39
C 1.61 0.62 -1.01
C 2.04 -0.77 -0.66
C 1.23 -1.82 -0.34
C 2.07 -2.92 -0.02
C 1.84 -4.24 0.37
C 2.92 -5.06 0.60
C 4.23 -4.59 0.45
C 4.49 -3.29 0.07
C 3.40 -2.46 -0.17
N 3.36 -1.15 -0.57
H 4.15 -0.55 -0.70
H 5.50 -2.93 -0.04
H 5.05 -5.26 0.65
H 2.76 -6.08 0.90
H 0.83 -4.61 0.48
C -0.26 -1.70 -0.40
H -0.71 -2.59 -0.84
H -0.69 -1.55 0.59
C 2.40 1.60 -0.17
C 3.10 2.64 -0.76
C 3.88 3.50 -0.01
C 3.95 3.31 1.37
C 3.26 2.27 1.97
C 2.50 1.41 1.20
H 1.96 0.59 1.67
H 3.33 2.12 3.03
H 4.55 3.97 1.97
C 4.60 4.64 -0.66
H 3.91 5.48 -0.79
H 5.43 4.98 -0.05
H 4.97 4.36 -1.64
H 3.03 2.79 -1.83
H 1.81 0.83 -2.08
H -0.14 -0.70 -2.29
H -4.26 1.96 -0.89
H -4.38 0.43 -1.80
H -6.66 -0.10 -0.79
H -6.56 1.48 0.02
H -6.22 -1.85 1.67
H -7.52 -1.88 0.45
H -7.90 -1.58 2.17
*
```

As for the SMILES: COCCCN1CC(=O)N2[C@@H](c3cccc(C)c3)c3[nH]c4ccccc4c3C[C@H]2C1=O. The calculation puts the highest occupied orbital energy at -8.010 eV.


(iii)
C25H27N3O3 in the gas phase, computed with wB97M-V/def2-TZVPD.

Structure (ORCA input):
```
! RIJCOSX wB97M-V def2-TZVPD def2/J DEFGRID3
* xyz 0 1
C -2.31 -0.62 -1.08
H -1.47 0.06 -0.95
H -3.22 -0.02 -1.16
H -2.19 -1.17 -2.00
C -2.44 -1.54 0.13
C -1.22 -2.42 0.40
C -1.27 -3.24 1.53
C -0.22 -4.06 1.91
C 0.93 -4.08 1.16
C 1.02 -3.29 0.04
C -0.04 -2.48 -0.36
O 0.04 -1.72 -1.51
C 1.13 -1.87 -2.37
C 2.44 -1.23 -1.89
O 3.50 -1.51 -2.42
N 2.25 -0.33 -0.90
C 3.17 0.49 -0.27
C 4.54 0.40 -0.54
C 5.43 1.22 0.12
C 4.98 2.14 1.06
C 3.63 2.25 1.31
C 2.71 1.45 0.65
C 1.25 1.58 0.93
O 0.46 0.65 0.84
N 0.83 2.82 1.29
H 1.46 3.60 1.20
C -0.57 3.07 1.53
C -1.42 3.02 0.29
C -0.89 3.06 -1.00
C -1.75 3.01 -2.08
C -3.11 2.92 -1.84
N -3.63 2.89 -0.63
C -2.81 2.93 0.40
H -3.28 2.90 1.38
H -3.83 2.87 -2.66
H -1.37 3.03 -3.09
H 0.17 3.13 -1.15
H -0.94 2.30 2.22
H -0.67 4.04 2.02
H 3.29 2.95 2.06
H 5.69 2.77 1.58
H 6.49 1.14 -0.09
H 4.88 -0.32 -1.25
H 1.30 -0.26 -0.52
H 0.84 -1.36 -3.29
H 1.32 -2.93 -2.62
H 1.94 -3.30 -0.53
H 1.77 -4.70 1.45
H -0.32 -4.68 2.80
H -2.16 -3.24 2.14
C -3.66 -2.44 -0.09
H -3.50 -3.08 -0.96
H -4.54 -1.83 -0.27
H -3.86 -3.08 0.77
C -2.66 -0.64 1.36
H -1.75 -0.07 1.54
H -3.48 0.05 1.17
H -2.89 -1.22 2.25
*
```

As for the SMILES: CC(C)(C)c1ccccc1OCC(=O)Nc1ccccc1C(=O)NCc1cccnc1. The calculation puts the highest occupied orbital energy at -8.387 eV.


In terms of stability, (iii) leads; the second structure lies 20.3 kJ/mol higher.